ORCA calculation (ωB97M-V/def2-TZVPD) on a cluster of 2 separate species, C24H20NO in total.

* net charge: +1
* Kohn-Sham gap: 4.97 eV
* molecular weight: 338.43 g/mol
* relative energy (zero: lowest compared OMol25 entry of this formula, charge and spin): 2.512 eV
* lowest unoccupied orbital energy: -0.179 Ha
* E: -28741.55539 eV

Cartesian coordinates (Å):
C 5.35734 -0.91511 1.87042
C 5.19880 0.47869 1.90798
C 3.92972 1.03445 2.08616
C 2.80121 0.21152 2.21340
C 1.45465 0.86232 2.45170
C 0.30635 0.08940 2.13214
N -0.97400 0.60916 2.04564
C -1.20793 1.95740 1.96891
C -2.49678 2.46350 1.94443
C -3.58606 1.61176 2.01342
C -3.38287 0.22688 2.07510
C -2.05756 -0.29161 2.07058
C -1.82938 -1.66394 2.19014
C -2.90420 -2.55358 2.25436
C -4.22313 -2.06298 2.25259
C -4.46009 -0.69916 2.17451
O 1.40125 2.00992 2.94319
C 2.96619 -1.18246 2.18179
C 4.23534 -1.74367 2.00058
H 6.34882 -1.35404 1.74850
H 6.06340 1.13506 1.79988
H 3.80800 2.11751 2.12581
H 0.46355 -0.83133 1.56267
H -0.33810 2.60204 1.96837
H -2.60798 3.54115 1.88900
H -4.60127 2.00119 2.03247
H -0.81729 -2.06154 2.24926
H -2.70965 -3.62492 2.31051
H -5.05558 -2.76489 2.31442
H -5.47630 -0.30152 2.18032
H 2.09033 -1.82057 2.30932
H 4.33863 -2.82965 1.97106
C -0.08215 0.50222 5.44780
C -0.65359 1.75938 5.60496
C -0.31727 2.77164 6.50281
C 0.67190 2.78907 7.47751
C 1.50974 1.75011 7.86349
C 1.55175 0.45499 7.36005
C 0.85795 -0.09580 6.28659
H -0.47936 -0.12914 4.65211
H -1.48166 1.99935 4.93133
H -0.90545 3.69074 6.40925
H 0.79324 3.73221 8.02363
H 2.20862 1.97401 8.67778
H 2.24467 -0.22445 7.86851
H 1.07464 -1.14855 6.07734

***

ORCA calculation (ωB97M-V/def2-TZVPD) on the molecule C5H8O2S.

* Kohn-Sham gap: 9.78 eV
* molecular weight: 132.18 g/mol
* relative energy (zero: lowest compared OMol25 entry of this formula, charge and spin): 1.648 eV
* lowest unoccupied orbital energy: 0.029 Ha
* E: -20243.27999 eV
* structure (SMILES): O[C@@H]1COC=CSC1

Cartesian coordinates (Å):
O -1.91590 -0.47780 -1.18365
C -1.35251 -0.18106 0.02141
C -0.67256 1.16856 0.15594
O 0.45686 1.46785 -0.72922
C 1.66752 0.90871 -0.39945
C 1.96387 -0.36776 -0.28775
S 0.81199 -1.69736 -0.57642
C -0.45999 -1.28654 0.60693
H -1.16934 -0.57184 -1.80007
H -2.07726 -0.02242 0.76761
H -0.28007 1.21128 1.20300
H -1.29153 2.03081 -0.03441
H 2.50333 1.65439 -0.17260
H 2.96671 -0.63542 0.18816
H -1.08876 -2.13028 0.67932
H -0.06237 -1.07112 1.56121

***

ORCA calculation (ωB97M-V/def2-TZVPD) on a structure of composition C24H19BCl2F2MnN5O4S.

* net charge: +1
* Kohn-Sham gap (alpha / beta): 6.61 / 6.62 eV
* molecular weight: 648.17 g/mol
* 2S+1: 4
* relative energy (zero: lowest compared OMol25 entry of this formula, charge and spin): 0.000 eV
* lowest unoccupied orbital energy (alpha / beta): -0.148 / -0.148 Ha
* E: -114147.47464 eV
* ⟨S²⟩: 3.805

Cartesian coordinates (Å):
Mn 0.27961 0.16380 0.71528
N -0.76448 4.73633 6.36132
C -0.42331 3.61873 5.67497
C -0.55074 2.34931 6.26872
C -0.21560 1.21550 5.57030
C 0.25346 1.32466 4.26051
C 0.39356 2.57450 3.65776
C 0.05752 3.70882 4.35600
S 0.65862 -0.11383 3.40547
O 0.95304 -1.17157 4.30588
O 1.60717 0.25262 2.33329
N -0.70362 -0.42502 2.46471
C -0.98693 -1.64089 2.00718
N -2.18212 -1.73659 1.28396
C -2.71943 -2.98463 1.05543
C -2.05037 -4.09826 1.41297
C -0.74826 -3.90830 1.93714
N -0.24719 -2.74019 2.22692
H -1.01795 4.68398 7.33072
H -0.58774 5.64675 5.97852
H -0.90604 2.27038 7.28800
H -0.29766 0.24265 6.03576
H 0.79646 2.65623 2.65624
H 0.17760 4.68137 3.89641
H -3.68016 -2.99409 0.56155
H -2.45830 -5.08113 1.24082
H -0.09870 -4.76098 2.10459
F -4.06812 -0.65143 0.27987
B -2.81056 -0.58447 0.63264
F -2.11578 0.51325 0.36238
Cl 0.43555 -3.73903 -4.08005
C -0.60646 -2.46613 -3.51735
C -1.72297 -2.81283 -2.78657
C -2.57338 -1.81981 -2.32389
C -2.27529 -0.49395 -2.59366
C -1.14920 -0.15660 -3.32885
Cl -0.90945 1.52137 -3.68496
C -0.28017 -1.13415 -3.83974
N 0.78125 -0.86624 -4.68005
C 1.72385 0.20299 -4.51294
C 1.87345 1.11820 -5.54525
C 2.79126 2.14802 -5.43768
C 3.56326 2.26612 -4.29032
C 3.43128 1.33751 -3.27201
C 2.52351 0.28909 -3.37407
C 2.43528 -0.74714 -2.28216
C 1.46492 -0.38844 -1.20054
O 0.75553 -1.27280 -0.61698
O 1.34323 0.80672 -0.77814
H -1.92800 -3.85908 -2.60621
H -3.49878 -2.08042 -1.82650
H -2.94438 0.30184 -2.29341
H 1.17200 -1.69305 -5.10645
H 1.24347 1.01966 -6.41919
H 2.89965 2.86078 -6.24406
H 4.27833 3.07223 -4.19564
H 4.04992 1.41577 -2.38625
H 3.40548 -0.84292 -1.78562
H 2.17285 -1.73524 -2.65680